DFT (wB97M-V/def2-TZVPD) results for C25H34Cl54N2O4P as an isolated structure at a distorted geometry.

Last column: Löwdin charge in e.
Positions of all 120 atoms, in Å:
1 Cl 11.940 2.635 -8.243  0.52
2 C -2.876 3.571 -6.882  -1.53
3 Cl 11.565 2.142 -5.397  0.49
4 H 0.611 -3.453 5.322  0.10
5 H 0.960 1.312 4.587  0.00
6 H -0.632 -3.462 3.883  0.07
7 H -6.252 2.878 0.017  -0.07
8 Cl 13.228 4.363 -6.283  0.52
9 Cl -5.879 1.016 -4.524  0.48
10 Cl -6.955 2.666 2.256  0.51
11 Cl -11.305 2.800 -8.375  0.52
12 H -2.013 -1.575 4.720  0.12
13 C -1.332 -4.603 8.512  -1.50
14 H 0.183 -0.297 6.386  0.17
15 H 4.361 -3.401 -4.707  0.02
16 H 4.747 -2.184 5.903  0.14
17 Cl -1.836 -0.288 1.840  0.62
18 O 0.648 -2.054 2.333  -0.12
19 Cl -3.851 2.439 -5.929  0.46
20 Cl -3.039 -4.972 8.814  0.55
21 C 2.708 0.891 0.291  -1.49
22 Cl -8.737 -2.663 -7.626  0.52
23 Cl -8.124 -2.017 -4.853  0.50
24 Cl 3.047 2.594 0.644  0.55
25 C 4.200 -1.629 5.009  -0.07
26 Cl -3.669 1.486 0.435  0.56
27 H -6.898 2.416 -2.925  0.02
28 Cl 2.050 -2.952 -4.804  0.53
29 H 4.406 1.422 5.381  0.07
30 C 1.702 -0.875 4.119  -0.21
31 H 3.317 0.273 0.956  0.01
32 Cl 7.876 -6.624 4.374  0.51
33 H 8.161 -6.161 2.081  -0.05
34 H 2.404 -0.460 3.258  0.16
35 C 2.669 -1.124 5.425  -0.12
36 Cl -10.099 -0.450 -6.310  0.49
37 O 5.271 0.908 5.397  -0.01
38 H -0.723 -5.220 9.177  0.03
39 Cl 3.142 0.504 -1.383  0.53
40 H 1.487 4.582 2.861  0.02
41 C 4.852 4.951 -1.576  -1.55
42 Cl 4.531 5.188 -3.303  0.50
43 Cl 5.183 -3.611 1.639  0.50
44 Cl -7.271 3.854 -6.121  0.50
45 H 0.587 -6.221 1.137  0.03
46 H -3.393 1.223 2.761  0.01
47 C 0.060 -2.744 4.539  -0.17
48 Cl -0.606 -5.688 3.098  0.56
49 C 8.821 -6.509 2.880  -1.56
50 H -1.669 1.982 4.850  0.06
51 Cl 7.533 -4.428 0.124  0.56
52 C 0.514 0.231 4.355  -0.19
53 Cl 6.580 5.145 -1.233  0.53
54 H -3.396 4.532 -6.911  -0.03
55 H -0.162 -1.470 2.250  -0.04
56 C 1.725 4.574 3.928  -1.49
57 Cl 2.185 -5.129 2.482  0.53
58 Cl -0.993 -2.900 8.865  0.54
59 Cl 3.085 5.674 4.206  0.57
60 Cl -0.898 -4.989 6.838  0.56
61 C 5.151 -0.320 4.588  -0.25
62 Cl -9.890 0.433 -9.311  0.50
63 Cl 4.196 -1.172 -3.962  0.47
64 C 0.824 -6.229 2.204  -1.49
65 Cl -9.098 3.072 -10.255  0.54
66 H 7.316 -2.610 1.608  0.02
67 H 2.826 -0.055 5.930  0.12
68 C -6.022 1.761 -2.923  -1.49
69 H -0.191 0.392 3.407  0.06
70 Cl -8.527 6.340 -6.973  0.53
71 H -3.030 0.183 5.717  0.07
72 C -0.947 -1.663 5.249  -0.17
73 Cl 1.002 0.521 0.592  0.56
74 P -1.731 0.866 5.790  0.87
75 Cl 5.792 4.174 -6.262  0.51
76 N 1.085 -2.153 3.600  -0.24
77 Cl 0.294 5.115 4.822  0.55
78 C -7.368 5.071 -7.405  -1.52
79 Cl -2.691 2.987 -8.544  0.52
80 H 4.116 -2.361 4.081  0.10
81 C -7.815 -3.407 0.745  -1.51
82 Cl 3.658 -3.613 -2.467  0.50
83 H 10.922 4.035 -6.644  0.01
84 O 5.814 -0.418 3.409  -0.03
85 H -8.476 -3.059 -0.054  0.02
86 Cl 9.460 -8.097 2.424  0.52
87 Cl -1.291 3.815 -6.128  0.52
88 Cl 2.158 2.919 4.390  0.60
89 Cl 6.308 -1.833 -0.375  0.52
90 H -7.798 -0.680 -6.765  0.01
91 Cl 10.138 -5.338 3.065  0.51
92 H -11.156 1.968 -10.575  0.02
93 H -1.191 -2.101 6.332  0.08
94 H 4.560 3.932 -1.309  -0.04
95 C 6.368 2.573 -5.768  -1.51
96 C 3.659 -2.857 -4.070  -1.52
97 C -10.455 2.056 -9.740  -1.51
98 Cl 3.894 6.080 -0.604  0.50
99 C -6.953 3.422 0.654  -1.56
100 Cl -4.592 2.744 -2.564  0.52
101 Cl -8.760 -3.522 2.240  0.53
102 O -1.499 1.510 7.249  -0.45
103 H -7.717 4.582 -8.318  -0.03
104 Cl -6.417 5.108 0.762  0.53
105 C -8.585 -1.362 -6.433  -1.55
106 C -3.401 0.538 1.908  -1.45
107 Cl -6.498 -2.237 0.930  0.45
108 H 6.294 1.900 -6.626  0.02
109 C 11.797 3.381 -6.642  -1.55
110 Cl -5.771 5.769 -7.722  0.55
111 C 6.671 -3.060 0.850  -1.51
112 Cl -4.712 -0.630 2.144  0.49
113 Cl -8.563 3.327 -0.080  0.53
114 Cl 8.066 2.651 -5.265  0.52
115 Cl -7.176 -4.996 0.289  0.53
116 Cl 5.362 1.925 -4.461  0.48
117 H 2.218 -1.828 6.244  0.12
118 Cl 1.258 -7.884 2.666  0.55
119 N -0.361 -0.288 5.476  -0.23
120 Cl -6.254 0.522 -1.678  0.52

- Net charge: +1
- Calculated total energy: -26574.5928 hartree
- Orbital gap: 8.630 eV
- Energy above the lowest of the compared OMol25 structures with the same formula, charge and spin: 492.3 kJ/mol